{"formula": "C41H35ClN2Si2Tl", "method": "the ωB97M-V functional and the def2-TZVPD basis", "lumo_ev": [-3.994, -4.682], "relative_energy_kj_mol": 20.4, "gap_ev": [6.751, 5.318], "spin_multiplicity": 1, "energy_ev": -79028.715, "charge": 1, "species": ["C", "C", "C", "H", "C", "C", "H", "H", "H", "H", "Tl", "Si", "C", "C", "H", "C", "H", "C", "H", "C", "H", "C", "H", "C", "C", "H", "C", "H", "C", "H", "C", "H", "C", "H", "H", "Si", "C", "C", "H", "C", "H", "C", "H", "C", "H", "C", "H", "C", "C", "H", "C", "H", "C", "H", "C", "H", "C", "H", "H", "Cl", "C", "C", "N", "C", "C", "C", "C", "C", "C", "C", "C", "C", "N", "C", "H", "H", "H", "H", "H", "H", "H", "H"], "coordinates": [[0.512, 3.516, 2.613], [0.086, 2.200, 2.951], [1.125, 1.298, 2.565], [-0.853, 1.930, 3.446], [2.171, 2.059, 1.968], [1.791, 3.426, 2.001], [2.405, 4.264, 1.678], [-0.023, 4.439, 2.837], [1.139, 0.221, 2.735], [3.100, 1.652, 1.572], [-0.396, 2.149, -0.298], [0.019, -1.568, -0.969], [-1.517, -1.609, 0.216], [-2.814, -1.824, -0.257], [-3.005, -1.944, -1.322], [-3.858, -1.915, 0.657], [-4.865, -2.135, 0.305], [-3.622, -1.711, 2.022], [-4.440, -1.787, 2.741], [-2.334, -1.404, 2.480], [-2.136, -1.196, 3.537], [-1.282, -1.347, 1.567], [-0.272, -1.106, 1.923], [1.490, -1.724, 0.128], [1.631, -2.718, 1.090], [0.811, -3.404, 1.314], [2.837, -2.802, 1.795], [2.945, -3.554, 2.577], [3.889, -1.910, 1.533], [4.840, -1.993, 2.078], [3.719, -0.928, 0.548], [4.529, -0.228, 0.334], [2.527, -0.833, -0.161], [2.398, -0.064, -0.924], [-0.322, -0.109, -1.317], [-0.418, -3.353, -2.367], [1.252, -4.278, -2.417], [1.291, -5.590, -1.909], [0.369, -6.158, -1.794], [2.472, -6.179, -1.453], [2.436, -7.185, -1.020], [3.671, -5.467, -1.531], [4.589, -5.933, -1.174], [3.671, -4.172, -2.060], [4.610, -3.613, -2.066], [2.485, -3.607, -2.543], [2.482, -2.597, -2.950], [-1.593, -4.669, -1.822], [-1.513, -5.129, -0.496], [-0.617, -4.924, 0.099], [-2.593, -5.835, 0.046], [-2.590, -6.075, 1.114], [-3.638, -6.211, -0.809], [-4.478, -6.760, -0.402], [-3.612, -5.939, -2.187], [-4.390, -6.299, -2.873], [-2.558, -5.178, -2.703], [-2.490, -4.961, -3.773], [0.796, -1.031, -2.035], [-1.141, -2.553, -4.110], [2.700, 5.770, -1.593], [2.090, 4.576, -1.188], [0.842, 4.552, -0.709], [0.149, 5.692, -0.533], [0.697, 6.953, -0.928], [1.995, 6.950, -1.472], [-0.088, 8.120, -0.729], [-1.302, 8.086, -0.096], [-1.853, 6.864, 0.400], [-3.049, 6.799, 1.155], [-3.494, 5.576, 1.639], [-2.749, 4.419, 1.333], [-1.629, 4.447, 0.593], [-1.153, 5.634, 0.148], [3.714, 5.721, -1.986], [2.607, 3.615, -1.250], [2.419, 7.901, -1.779], [0.319, 9.057, -1.087], [-1.884, 8.996, 0.060], [-3.596, 7.724, 1.358], [-4.399, 5.470, 2.243], [-3.056, 3.432, 1.693]], "lowdin_charge": [-0.104, -0.136, -0.086, 0.103, -0.110, -0.108, 0.108, 0.113, 0.107, 0.092, 0.971, 0.425, -0.296, -0.103, 0.104, -0.071, 0.111, -0.076, 0.107, -0.074, 0.109, -0.119, 0.073, -0.338, -0.089, 0.107, -0.062, 0.108, -0.066, 0.112, -0.098, 0.107, -0.132, 0.093, -0.101, 0.241, -0.278, -0.104, 0.093, -0.072, 0.110, -0.081, 0.106, -0.079, 0.106, -0.113, 0.097, -0.359, -0.116, 0.101, -0.067, 0.110, -0.079, 0.100, -0.069, 0.111, -0.105, 0.083, -0.003, 0.362, -0.028, -0.126, 0.002, -0.144, -0.139, 0.013, -0.011, -0.008, -0.135, 0.012, -0.027, -0.114, 0.002, -0.144, 0.118, 0.117, 0.127, 0.121, 0.125, 0.129, 0.117, 0.118]}

***

{"formula": "C41H35InN6O5SSe", "method": "the ωB97M-V functional and the def2-TZVPD basis", "lumo_ev": 4.103, "relative_energy_kj_mol": 71.8, "gap_ev": 4.522, "spin_multiplicity": 1, "energy_ev": -143617.371, "charge": -2, "species": ["In", "C", "C", "O", "C", "C", "C", "N", "N", "C", "O", "C", "C", "C", "C", "C", "C", "H", "H", "H", "H", "H", "H", "H", "H", "H", "H", "H", "H", "C", "C", "C", "C", "C", "C", "C", "S", "O", "O", "N", "C", "C", "C", "C", "C", "C", "C", "C", "N", "C", "H", "H", "H", "H", "H", "H", "H", "H", "H", "H", "H", "H", "H", "Se", "O", "N", "N", "C", "C", "C", "C", "C", "C", "C", "C", "C", "C", "C", "C", "C", "H", "H", "H", "H", "H", "H", "H", "H", "H", "H"], "coordinates": [[-0.512, -0.100, -0.104], [-2.328, -4.074, -0.778], [-1.348, -2.927, -0.993], [-1.036, -2.255, 0.028], [-0.919, -2.746, -2.302], [-0.364, -1.599, -2.876], [-0.123, -1.591, -4.368], [-0.121, -0.492, -2.223], [0.257, 0.583, -2.943], [0.215, 1.728, -2.317], [-0.140, 1.933, -1.104], [0.536, 2.903, -3.159], [0.306, 4.181, -2.650], [0.525, 5.302, -3.426], [0.992, 5.175, -4.724], [1.235, 3.907, -5.236], [1.012, 2.784, -4.465], [-3.328, -3.661, -0.904], [-2.249, -4.466, 0.233], [-2.175, -4.873, -1.502], [-1.178, -3.537, -2.995], [-0.252, -2.583, -4.792], [0.881, -1.227, -4.570], [-0.819, -0.898, -4.839], [-0.059, 4.268, -1.638], [0.318, 6.287, -3.024], [1.165, 6.054, -5.333], [1.591, 3.802, -6.254], [1.192, 1.798, -4.866], [-6.510, 3.192, -4.694], [-5.806, 2.502, -3.557], [-6.498, 1.650, -2.704], [-5.839, 1.000, -1.673], [-4.486, 1.205, -1.480], [-3.783, 2.050, -2.318], [-4.442, 2.696, -3.349], [-3.593, 0.108, -0.340], [-4.610, -0.506, 0.482], [-2.945, -0.765, -1.295], [-2.479, 0.906, 0.439], [-2.765, 1.926, 1.293], [-4.017, 2.543, 1.356], [-4.200, 3.692, 2.112], [-3.150, 4.299, 2.763], [-1.865, 3.720, 2.718], [-0.696, 4.355, 3.188], [0.536, 3.794, 2.853], [0.627, 2.544, 2.306], [-0.509, 1.793, 2.116], [-1.732, 2.466, 2.081], [-7.574, 2.967, -4.681], [-6.096, 2.876, -5.652], [-6.382, 4.271, -4.620], [-7.558, 1.483, -2.858], [-6.349, 0.319, -1.006], [-2.720, 2.180, -2.164], [-3.890, 3.349, -4.013], [-4.833, 2.106, 0.806], [-5.186, 4.144, 2.148], [-3.284, 5.237, 3.290], [-0.754, 5.302, 3.706], [1.450, 4.340, 3.046], [1.562, 2.058, 2.062], [2.211, -0.496, 0.301], [-1.502, -0.130, 2.594], [-0.424, 0.460, 2.231], [1.866, -2.232, -0.102], [1.752, -3.194, 0.734], [1.284, -4.461, 0.151], [1.618, -4.808, -1.157], [1.107, -5.953, -1.734], [0.237, -6.766, -1.025], [-0.121, -6.415, 0.267], [0.403, -5.281, 0.854], [2.029, -3.201, 2.183], [2.753, -4.276, 2.705], [3.092, -4.312, 4.044], [2.731, -3.268, 4.882], [2.005, -2.204, 4.373], [1.647, -2.171, 3.036], [2.280, -4.152, -1.701], [1.372, -6.208, -2.752], [-0.175, -7.657, -1.485], [-0.840, -7.016, 0.808], [0.104, -4.995, 1.852], [3.050, -5.083, 2.046], [3.641, -5.158, 4.440], [3.011, -3.294, 5.929], [1.710, -1.391, 5.020], [1.034, -1.362, 2.668]], "lowdin_charge": [0.716, -0.012, -0.480, -0.090, -0.056, -0.318, -0.038, -0.061, 0.060, -0.497, -0.120, -0.130, -0.023, -0.106, -0.128, -0.114, -0.036, 0.082, 0.071, 0.068, 0.094, 0.061, 0.069, 0.078, 0.114, 0.092, 0.084, 0.088, 0.101, -0.067, -0.290, -0.053, -0.062, -0.259, -0.027, -0.034, 0.603, -0.294, -0.299, -0.149, -0.253, -0.051, -0.113, -0.081, -0.192, -0.109, -0.126, -0.094, -0.070, -0.084, 0.064, 0.075, 0.073, 0.100, 0.108, 0.115, 0.113, 0.081, 0.090, 0.090, 0.074, 0.090, 0.092, 0.613, -0.155, -0.168, -0.349, -0.365, -0.188, -0.030, -0.099, -0.119, -0.110, -0.043, -0.184, -0.047, -0.111, -0.115, -0.074, -0.044, 0.111, 0.093, 0.088, 0.097, 0.125, 0.114, 0.088, 0.088, 0.103, 0.050]}

***

{"formula": "C41H35N3O8PS2Sn", "method": "the ωB97M-V functional and the def2-TZVPD basis", "lumo_ev": 1.237, "relative_energy_kj_mol": 84.6, "gap_ev": 6.731, "spin_multiplicity": 1, "energy_ev": -100731.588, "charge": -1, "species": ["Sn", "O", "C", "C", "C", "N", "C", "C", "C", "O", "O", "C", "O", "O", "H", "H", "H", "O", "C", "O", "C", "P", "C", "C", "C", "C", "C", "C", "C", "C", "C", "C", "C", "C", "H", "H", "H", "H", "H", "H", "H", "H", "H", "H", "H", "H", "N", "C", "S", "C", "C", "C", "N", "C", "C", "H", "H", "H", "H", "H", "H", "O", "S", "C", "C", "C", "C", "C", "C", "C", "C", "C", "C", "C", "C", "C", "C", "H", "H", "H", "H", "H", "H", "H", "H", "H", "H", "H", "H", "H", "H"], "coordinates": [[0.280, -1.383, -0.268], [-1.833, -1.722, 6.039], [-1.448, -1.607, 4.741], [-1.666, -0.450, 4.007], [-1.214, -0.404, 2.702], [-0.589, -1.428, 2.129], [-0.404, -2.548, 2.828], [-0.814, -2.684, 4.138], [0.246, -3.707, 2.082], [0.355, -4.772, 2.688], [0.589, -3.448, 0.881], [-1.380, 0.831, 1.853], [-1.626, 1.900, 2.430], [-1.182, 0.622, 0.623], [-2.234, -0.892, 6.314], [-2.172, 0.418, 4.414], [-0.645, -3.611, 4.668], [-2.065, -0.989, -4.177], [-1.685, -1.556, -3.149], [-0.528, -1.490, -2.606], [-2.678, -2.501, -2.419], [-2.565, -2.268, -0.604], [-3.549, -3.675, 0.039], [-4.923, -3.785, -0.176], [-5.617, -4.889, 0.294], [-4.948, -5.895, 0.984], [-3.583, -5.791, 1.205], [-2.885, -4.685, 0.733], [-3.725, -0.889, -0.324], [-3.907, 0.107, -1.279], [-4.685, 1.219, -0.986], [-5.280, 1.349, 0.259], [-5.090, 0.366, 1.221], [-4.312, -0.744, 0.933], [-2.353, -3.523, -2.626], [-3.692, -2.364, -2.788], [-5.448, -2.997, -0.704], [-6.684, -4.965, 0.122], [-5.494, -6.757, 1.348], [-3.054, -6.564, 1.749], [-1.817, -4.606, 0.908], [-3.433, 0.029, -2.252], [-4.816, 1.991, -1.735], [-5.874, 2.225, 0.490], [-5.530, 0.478, 2.205], [-4.154, -1.504, 1.691], [7.943, -0.642, 1.397], [7.467, -1.029, 0.204], [8.512, -1.353, -1.037], [5.981, -1.140, 0.092], [5.395, -1.613, -1.077], [4.016, -1.723, -1.141], [3.214, -1.397, -0.131], [3.764, -0.928, 0.980], [5.132, -0.781, 1.137], [8.938, -0.572, 1.503], [7.346, -0.452, 2.181], [6.017, -1.887, -1.915], [3.525, -2.092, -2.035], [3.078, -0.643, 1.771], [5.499, -0.375, 2.070], [1.593, 1.140, 0.114], [0.721, 1.878, -0.872], [1.931, 2.435, -2.134], [1.207, 2.748, -3.411], [1.289, 4.005, -4.004], [0.624, 4.272, -5.195], [-0.144, 3.285, -5.797], [-0.256, 2.036, -5.199], [0.414, 1.768, -4.016], [0.317, 3.505, -0.099], [1.475, 4.098, 0.626], [2.253, 5.111, 0.066], [3.379, 5.591, 0.720], [3.748, 5.057, 1.948], [2.964, 4.067, 2.527], [1.835, 3.594, 1.875], [2.563, 1.550, -2.230], [2.536, 3.257, -1.758], [1.890, 4.779, -3.536], [0.708, 5.252, -5.649], [-0.654, 3.490, -6.731], [-0.873, 1.262, -5.641], [0.302, 0.790, -3.551], [-0.501, 3.248, 0.577], [-0.049, 4.127, -0.920], [1.957, 5.543, -0.885], [3.974, 6.377, 0.270], [4.633, 5.421, 2.455], [3.235, 3.662, 3.495], [1.214, 2.833, 2.333]], "nbo_charge": [1.477, -0.660, 0.327, -0.281, 0.122, -0.524, 0.121, -0.284, 0.742, -0.676, -0.833, 0.747, -0.715, -0.802, 0.478, 0.232, 0.254, -0.705, 0.791, -0.856, -0.837, 0.874, -0.329, -0.192, -0.222, -0.214, -0.200, -0.198, -0.319, -0.205, -0.201, -0.233, -0.146, -0.238, 0.252, 0.237, 0.220, 0.206, 0.205, 0.217, 0.242, 0.239, 0.209, 0.204, 0.197, 0.216, -0.755, 0.117, -0.171, -0.097, -0.201, 0.041, -0.405, 0.064, -0.226, 0.411, 0.393, 0.244, 0.206, 0.211, 0.195, -1.013, 1.311, -0.629, -0.067, -0.216, -0.223, -0.221, -0.215, -0.148, -0.650, 0.058, -0.248, -0.222, -0.227, -0.205, -0.200, 0.248, 0.233, 0.200, 0.203, 0.205, 0.239, 0.242, 0.288, 0.231, 0.206, 0.206, 0.204, 0.205, 0.238]}